Record 1
This record from the OMol25 dataset describes H41O20 as an isolated structure at a distorted geometry. The level of theory is the ωB97M-V functional and the def2-TZVPD basis.

As for the total charge: +1. The calculation puts the total energy at -1528.94932 Eh. The HOMO energy is -12.84 eV. The energy relative to the best compared isomer or geometry (same formula, charge and spin) comes out at 161.2 kcal/mol. The value obtained for the LUMO energy is -2.6 eV. The largest force on an atom comes out at 0.1434 Eh/bohr.

Cartesian coordinates (Å):
O  1.814  -3.247  -2.400
H  -1.664  -0.501  5.883
O  -1.130  0.752  3.456
H  -0.830  0.055  2.817
H  0.081  1.854  3.550
O  -3.140  -0.940  -3.788
H  -3.880  -1.507  -3.453
H  -3.270  0.031  -3.593
O  -1.178  0.524  -1.558
H  -0.858  0.893  -2.365
H  -5.192  0.520  2.385
O  3.722  2.959  0.990
H  1.429  1.563  0.505
H  -1.944  0.052  -1.603
O  0.845  2.477  0.742
H  -0.628  -2.615  2.134
H  1.285  3.452  0.721
O  0.353  -3.037  -4.359
H  -0.574  -1.410  5.197
H  0.291  -1.431  2.747
O  2.195  1.272  -1.465
H  1.301  1.038  -1.806
H  2.744  1.586  -2.202
O  -5.129  2.293  1.475
H  -4.725  3.229  1.328
H  3.983  2.918  0.109
O  3.921  -2.474  -1.511
H  3.174  -1.736  -1.465
H  3.681  -3.273  -1.934
O  -0.040  -0.027  1.013
H  -0.100  -0.961  0.702
H  -0.434  -2.456  -4.135
O  0.134  2.025  -4.021
H  0.546  2.728  -4.554
H  0.649  1.208  -3.955
O  -1.432  3.678  1.538
H  -0.963  3.247  2.208
H  -1.995  4.279  1.817
O  1.852  -4.088  0.794
H  -1.239  0.321  4.295
H  2.437  -3.521  1.360
O  -0.786  -0.456  5.556
H  -0.953  0.114  0.987
H  0.928  -3.291  -2.258
O  -4.618  0.092  2.993
H  3.294  1.759  -4.921
H  -4.662  -0.834  2.827
O  2.556  1.148  -4.540
H  2.841  0.498  -4.020
H  2.443  -4.113  0.011
O  -0.657  -1.834  2.670
H  2.003  -3.483  -3.397
H  0.655  -2.735  -5.259
O  0.803  2.546  3.240
H  0.733  2.676  2.022
H  1.538  2.306  3.795
O  -0.749  -3.355  0.090
H  -1.152  -4.078  0.533
H  0.146  -3.460  0.019
H  4.370  2.498  1.553
H  -4.824  2.269  0.499

These are the Löwdin partial charges, in e, on atoms 1 to 2:
1. O -0.09
2. H 0.05

Record 2
This record from the OMol25 dataset describes a single C6H10 molecule at a distorted geometry. The level of theory is the ωB97M-V functional and the def2-TZVPD basis.

As for the total charge: 0. The calculation puts the total energy at -234.54586 Eh. The HOMO energy is -9.71 eV. The energy relative to the best compared isomer or geometry (same formula, charge and spin) comes out at 35.5 kcal/mol. The value obtained for the LUMO energy is 1.3 eV. The largest force on an atom comes out at 0.0333 Eh/bohr. As for the SMILES: C1CC1C1CC1.

Cartesian coordinates (Å):
C  -0.336  0.145  -1.885
C  -1.168  -0.943  -1.324
C  0.047  -0.498  -0.603
C  -0.102  0.287  0.659
C  0.500  -0.163  1.939
C  1.015  1.081  1.156
H  -0.716  1.168  -1.691
H  0.251  -0.027  -2.783
H  -2.105  -0.673  -0.864
H  -1.155  -1.888  -1.840
H  0.891  -1.167  -0.639
H  -1.055  0.783  0.787
H  -0.047  -0.110  2.873
H  1.160  -1.010  1.897
H  0.820  2.052  1.584
H  2.002  0.963  0.734

These are the Löwdin partial charges, in e, on atoms 1 to 2:
1. C -0.12
2. C -0.13

Record 3
This record from the OMol25 dataset describes a single C5H10N2 molecule at a distorted geometry. The level of theory is the ωB97M-V functional and the def2-TZVPD basis.

As for the total charge: 0. The calculation puts the total energy at -305.96057 Eh. The HOMO energy is -9.03 eV. The energy relative to the best compared isomer or geometry (same formula, charge and spin) comes out at 39.7 kcal/mol. The value obtained for the LUMO energy is 0.7 eV. The largest force on an atom comes out at 0.0351 Eh/bohr. As for the SMILES: C=NC(=C)CCN.

Cartesian coordinates (Å):
C  1.893  0.838  1.347
N  2.047  0.032  0.388
C  1.044  -0.191  -0.561
C  1.025  -1.336  -1.251
C  -0.166  0.751  -0.620
C  -1.224  0.303  0.384
N  -2.214  -0.648  -0.187
H  1.003  1.399  1.603
H  2.732  1.006  2.020
H  0.214  -1.442  -1.963
H  1.800  -2.085  -1.286
H  -0.560  0.524  -1.617
H  -0.002  1.824  -0.627
H  -1.798  1.156  0.763
H  -0.770  -0.107  1.288
H  -3.115  -0.458  0.204
H  -1.909  -1.568  0.116

These are the Löwdin partial charges, in e, on atoms 1 to 2:
1. C -0.04
2. N 0.02

Record 4
This record from the OMol25 dataset describes C56H62N15OP3SZr as an isolated structure at a distorted geometry. The level of theory is the ωB97M-V functional and the def2-TZVPD basis.

As for the total charge: +4. The calculation puts the total energy at -4536.08773 Eh. The HOMO energy is -15.26 eV. The value obtained for the LUMO energy is -10.0 eV. The largest force on an atom comes out at 0.0363 Eh/bohr.

Cartesian coordinates (Å):
Zr  -0.113  -0.251  0.218
C  5.528  0.862  -0.298
N  4.090  1.079  -0.199
C  3.485  2.297  -0.304
C  2.150  2.074  -0.174
N  1.922  0.732  0.021
C  3.131  0.154  -0.011
P  3.502  -1.612  0.268
C  2.210  -2.304  -0.827
N  0.914  -1.977  -0.839
C  0.324  -2.810  -1.759
C  1.267  -3.634  -2.294
N  2.449  -3.305  -1.700
C  3.738  -3.943  -1.959
C  2.495  -1.725  1.791
N  1.235  -1.315  1.936
C  0.907  -1.578  3.241
C  1.973  -2.146  3.876
N  2.971  -2.234  2.951
C  4.316  -2.745  3.202
H  5.944  1.546  -1.034
H  6.018  1.049  0.657
H  5.735  -0.158  -0.609
H  4.040  3.208  -0.447
H  1.347  2.784  -0.221
H  -0.723  -2.762  -2.000
H  1.183  -4.409  -3.037
H  3.679  -4.514  -2.881
H  4.519  -3.194  -2.062
H  4.001  -4.624  -1.150
H  -0.057  -1.341  3.657
H  2.089  -2.481  4.894
H  4.280  -3.504  3.978
H  4.723  -3.188  2.297
H  4.975  -1.944  3.532
C  -5.083  5.789  -5.024
S  -4.586  4.314  -4.105
C  -3.070  3.849  -5.016
C  -1.932  3.398  -4.097
C  -2.372  2.218  -3.230
N  -1.414  1.733  -2.203
P  -0.235  0.519  -2.499
C  -0.741  -0.177  -4.106
C  -0.277  0.356  -5.309
C  -0.754  -0.141  -6.512
C  -1.679  -1.175  -6.530
C  -2.123  -1.729  -5.337
C  -1.654  -1.232  -4.133
C  1.289  1.394  -3.009
C  1.354  2.759  -3.260
C  2.530  3.329  -3.729
C  3.653  2.540  -3.932
C  3.602  1.176  -3.663
C  2.424  0.605  -3.207
P  -1.448  2.191  -0.541
C  -1.515  4.021  -0.603
C  -0.315  4.735  -0.701
C  -0.319  6.110  -0.850
C  -1.527  6.796  -0.882
C  -2.718  6.096  -0.772
C  -2.720  4.716  -0.632
C  -3.135  1.849  0.082
C  -4.112  1.163  -0.627
C  -5.389  1.023  -0.098
C  -5.696  1.565  1.143
C  -4.728  2.268  1.850
C  -3.454  2.406  1.326
H  -6.029  6.119  -4.601
H  -5.223  5.543  -6.074
H  -4.335  6.571  -4.905
H  -2.761  4.721  -5.589
H  -3.337  3.053  -5.713
H  -1.625  4.230  -3.460
H  -1.091  3.104  -4.730
H  -2.587  1.375  -3.889
H  -3.300  2.494  -2.729
H  0.449  1.156  -5.314
H  -0.396  0.283  -7.441
H  -2.048  -1.554  -7.474
H  -2.830  -2.548  -5.353
H  -2.009  -1.658  -3.202
H  0.479  3.376  -3.105
H  2.563  4.387  -3.956
H  4.562  2.981  -4.319
H  4.475  0.559  -3.838
H  2.369  -0.469  -3.042
H  0.637  4.220  -0.678
H  0.616  6.646  -0.937
H  -1.533  7.873  -0.982
H  -3.661  6.623  -0.801
H  -3.668  4.204  -0.563
H  -3.879  0.771  -1.609
H  -6.165  0.532  -0.671
H  -6.692  1.460  1.553
H  -4.980  2.729  2.798
H  -2.707  2.983  1.864
C  -2.603  -0.438  3.079
C  -1.548  0.606  3.106
N  -0.658  0.802  2.122
C  0.151  1.856  2.527
C  -0.261  2.283  3.739
N  -1.341  1.504  4.091
C  -2.040  1.659  5.392
N  -3.447  1.833  5.295
N  -4.273  0.743  5.442
N  -5.473  1.130  5.501
C  -5.519  2.507  5.428
C  -6.597  3.393  5.463
C  -6.309  4.734  5.337
C  -4.992  5.194  5.170
C  -3.913  4.332  5.146
C  -4.205  2.980  5.294
H  -2.179  -1.378  2.739
H  -3.398  -0.142  2.390
H  -3.063  -0.578  4.053
H  0.971  2.231  1.945
H  0.111  3.076  4.367
H  -1.599  2.532  5.867
H  -1.848  0.781  6.009
H  -7.607  3.029  5.590
H  -7.113  5.456  5.363
H  -4.818  6.256  5.060
H  -2.902  4.699  5.016
C  -4.146  -2.313  -1.482
N  -3.298  -2.846  -0.408
C  -3.621  -4.047  0.158
C  -2.899  -4.561  1.173
C  -1.767  -3.824  1.614
N  -1.459  -2.643  1.045
C  -2.233  -2.158  0.078
O  -1.917  -1.010  -0.407
N  -0.990  -4.279  2.586
H  -5.032  -1.845  -1.058
H  -4.446  -3.122  -2.144
H  -3.597  -1.567  -2.044
H  -4.481  -4.557  -0.253
H  -3.181  -5.496  1.635
H  -1.214  -5.144  3.053
H  -0.204  -3.740  2.913

These are the Löwdin partial charges, in e, on atoms 1 to 2:
1. Zr 1.66
2. C 0.01

Record 5
This record from the OMol25 dataset describes a 2-piece molecular cluster, C3H10O2S2 overall at a distorted geometry. The level of theory is the ωB97M-V functional and the def2-TZVPD basis.

As for the total charge: -1. The calculation puts the total energy at -1067.12049 Eh. As for the expectation value of S²: 0.753. As for the multiplicity: 2. The HOMO energy (alpha / beta) is -0.01 / -3.69 eV. The energy relative to the best compared isomer or geometry (same formula, charge and spin) comes out at 20.2 kcal/mol. The value obtained for the LUMO energy (alpha / beta) is 3.4 / 3.3 eV. The largest force on an atom comes out at 0.0705 Eh/bohr.

Cartesian coordinates (Å):
C  0.402  -0.335  1.941
C  1.330  -1.454  1.555
O  2.137  -1.144  0.446
C  -1.000  -0.307  1.272
S  -0.903  0.344  -0.395
S  -0.804  -1.118  -1.944
H  0.853  0.654  1.814
H  0.188  -0.272  3.024
H  1.985  -1.740  2.385
H  0.778  -2.396  1.382
H  1.716  -0.423  -0.066
H  -1.733  0.303  1.793
H  -1.345  -1.346  1.232
H  -2.048  -1.583  -1.707
H  -0.049  3.473  -0.927
H  1.246  4.305  -1.009
O  0.494  4.068  -0.445

These are the Löwdin partial charges, in e, on atoms 1 to 2:
1. C -0.29
2. C -0.31

Record 6
This record from the OMol25 dataset describes a single C9H8ClNS2 molecule at a distorted geometry. The level of theory is the ωB97M-V functional and the def2-TZVPD basis.

As for the total charge: 0. The calculation puts the total energy at -1658.96977 Eh. The HOMO energy is -8.07 eV. The energy relative to the best compared isomer or geometry (same formula, charge and spin) comes out at 18.0 kcal/mol. The value obtained for the LUMO energy is 0.5 eV. The largest force on an atom comes out at 0.1318 Eh/bohr. As for the SMILES: Clc1ccccc1N=C1SCCS1.

Cartesian coordinates (Å):
Cl  -1.047  2.650  0.247
C  -1.843  1.101  -0.166
C  -3.089  0.940  0.407
C  -3.465  -0.359  0.196
C  -2.736  -1.378  -0.476
C  -1.590  -1.149  -1.104
C  -1.137  0.279  -1.082
N  0.152  0.592  -1.448
C  1.256  0.581  -0.800
S  1.266  -0.666  0.633
C  2.921  -0.151  1.293
C  3.716  -0.029  -0.055
S  2.903  1.171  -1.069
H  -3.434  1.656  1.095
H  -4.494  -0.326  0.546
H  -3.158  -2.390  -0.511
H  -0.997  -1.838  -1.492
H  2.963  0.766  2.086
H  3.250  -0.937  2.044
H  4.579  0.443  0.314
H  3.983  -0.956  -0.658

These are the Löwdin partial charges, in e, on atoms 1 to 2:
1. Cl 0.63
2. C -0.55

Record 7
This record from the OMol25 dataset describes C27H37F3N2OReSbSi as an isolated structure at a distorted geometry. The level of theory is the ωB97M-V functional and the def2-TZVPD basis.

As for the total charge: +3. The calculation puts the total energy at -2142.32168 Eh. As for the expectation value of S²: 0.807. As for the multiplicity: 2. The HOMO energy (alpha / beta) is -16.74 / -16.76 eV. The energy relative to the best compared isomer or geometry (same formula, charge and spin) comes out at 0.0 kcal/mol. The value obtained for the LUMO energy (alpha / beta) is -12.4 / -11.9 eV. The largest force on an atom comes out at 0.1226 Eh/bohr.

Cartesian coordinates (Å):
Re  1.442  0.707  0.183
C  3.550  -1.023  -1.225
N  3.538  0.100  -0.278
C  4.133  1.282  -0.932
C  4.317  -0.208  0.952
C  3.619  0.467  2.131
N  2.173  0.094  2.125
C  1.508  0.858  3.204
C  2.052  -1.352  2.440
H  4.570  -1.267  -1.536
H  2.984  -0.758  -2.119
H  3.106  -1.910  -0.773
H  5.139  1.044  -1.284
H  4.218  2.110  -0.229
H  3.540  1.583  -1.796
H  5.338  0.174  0.861
H  4.376  -1.287  1.102
H  3.686  1.557  2.035
H  4.087  0.187  3.081
H  1.892  0.572  4.184
H  0.434  0.669  3.194
H  1.686  1.927  3.080
H  2.792  -1.650  3.187
H  2.192  -1.962  1.544
H  1.064  -1.564  2.841
F  -3.100  -3.447  -4.938
C  -2.628  -2.829  -3.875
C  -1.495  -2.026  -4.003
C  -1.002  -1.374  -2.887
C  -1.641  -1.533  -1.665
C  -2.779  -2.332  -1.546
C  -3.275  -2.992  -2.650
Sb  -1.072  -0.529  0.137
C  -2.983  0.448  0.409
C  -3.360  1.420  -0.512
C  -4.644  1.925  -0.493
C  -5.550  1.434  0.447
F  -6.777  1.910  0.463
C  -5.184  0.447  1.360
C  -3.892  -0.045  1.340
C  -1.173  -2.142  1.545
C  -1.479  -1.905  2.885
C  -1.608  -2.968  3.758
C  -1.429  -4.263  3.275
F  -1.559  -5.280  4.102
C  -1.108  -4.508  1.943
C  -0.971  -3.439  1.081
H  -1.024  -1.927  -4.969
H  -0.123  -0.748  -2.968
H  -3.275  -2.447  -0.590
H  -4.146  -3.626  -2.580
H  -2.655  1.770  -1.253
H  -4.967  2.679  -1.194
H  -5.913  0.072  2.063
H  -3.619  -0.821  2.040
H  -1.629  -0.894  3.247
H  -1.860  -2.812  4.795
H  -0.976  -5.522  1.599
H  -0.723  -3.614  0.042
C  -0.919  4.019  -2.038
Si  0.806  3.257  -1.765
C  1.783  3.253  -3.418
C  1.771  4.091  -0.310
O  0.688  1.715  -1.237
H  -0.783  5.071  -2.264
H  -1.541  3.941  -1.153
H  -1.429  3.562  -2.880
H  1.461  4.109  -4.001
H  1.605  2.363  -4.012
H  2.850  3.363  -3.252
H  1.682  5.170  -0.372
H  2.833  3.864  -0.335
H  1.372  3.786  0.658

These are the Löwdin partial charges, in e, on atoms 1 to 2:
1. Re 1.46
2. C -0.05

Record 8
This record from the OMol25 dataset describes a 2-piece molecular cluster, C9H10N3OS overall at a distorted geometry. The level of theory is the ωB97M-V functional and the def2-TZVPD basis.

As for the total charge: +1. The calculation puts the total energy at -986.29528 Eh. The HOMO energy is -12.69 eV. The energy relative to the best compared isomer or geometry (same formula, charge and spin) comes out at 66.6 kcal/mol. The value obtained for the LUMO energy is -4.5 eV. The largest force on an atom comes out at 0.0636 Eh/bohr.

Cartesian coordinates (Å):
C  2.762  -0.791  0.681
C  2.561  -2.169  0.757
C  1.797  0.145  0.219
C  1.321  -2.642  0.197
C  0.661  -0.379  -0.392
C  0.478  -1.730  -0.420
C  -2.388  -0.449  2.223
C  -1.316  -0.488  -1.562
C  -0.550  1.759  -1.004
N  -3.995  -0.609  0.274
N  -3.239  -0.335  1.215
N  -0.352  0.316  -1.102
O  -1.165  -0.489  2.121
S  -1.060  -2.151  -1.172
H  3.645  -0.464  1.073
H  3.286  -2.852  1.289
H  1.974  1.208  0.315
H  1.147  -3.686  -0.017
H  -3.034  -0.379  3.203
H  -2.140  -0.129  -2.194
H  -1.467  1.912  -0.379
H  0.279  2.280  -0.496
H  -0.704  2.203  -2.013
H  -3.983  -1.577  -0.103

These are the Löwdin partial charges, in e, on atoms 1 to 2:
1. C -0.03
2. C -0.01